A single C5H13O3P3 molecule at a distorted geometry. Source: OMol25; level of theory: ωB97M-V with the def2-TZVPD basis set.

Positions of all 24 atoms, in Å:
C: -1.280 0.092 1.458
C: -0.800 -0.368 -0.945
C: 0.566 2.174 -0.089
C: -3.564 0.468 -0.368
C: 2.819 -1.932 -0.632
O: 1.587 -0.187 1.020
O: -2.844 -2.063 0.331
O: 3.697 0.659 -0.382
P: 0.100 0.477 0.234
P: -2.255 -0.760 0.059
P: 3.026 -0.490 0.280
H: -0.997 -0.435 2.362
H: -1.621 0.996 1.776
H: -0.505 -0.589 -1.946
H: 0.995 2.616 0.773
H: 1.053 2.364 -1.050
H: -0.388 2.692 -0.289
H: -3.917 -0.082 -1.254
H: -4.359 0.660 0.262
H: -3.206 1.402 -0.599
H: 2.875 -2.799 0.074
H: 1.892 -1.975 -1.209
H: 3.588 -2.019 -1.393
H: 3.539 -0.900 1.528

Forces on atoms 1 to 3 (eV/Å):
C 2.04 -1.28 -1.72
C 0.15 0.12 1.16
C -1.57 0.30 -0.97

The HOMO energy comes out at -8.813 eV. Its total charge is 0. For the gap between HOMO and LUMO, the calculation gives 0.344 Ha. The value obtained for the relative energy (zero: lowest compared OMol25 entry of this formula, charge and spin) is 0.00 kcal per mole.

Now the Löwdin charges, all in e: -0.27 -0.37 -0.18 -0.16 -0.20 -0.47 -0.35 -0.36 0.80 0.53 0.49 0.06 0.00 0.00 0.04 0.07 0.06 0.06 0.02 0.01 0.08 0.05 0.06 0.05



3 unconnected molecules or ions with the total composition C3H12O2S2 at a distorted geometry. Source: OMol25; level of theory: ωB97M-V with the def2-TZVPD basis set.

Positions of all 19 atoms, in Å:
C: 0.300 -0.754 1.057
C: 1.177 0.411 1.506
C: -1.249 -0.343 1.078
S: -2.672 -1.519 0.712
S: -3.631 -1.028 -1.101
H: 0.749 -1.023 0.040
H: 0.277 -1.669 1.686
H: 1.355 1.232 0.773
H: 2.139 -0.029 1.876
H: 0.732 0.974 2.538
H: -1.448 0.132 2.105
H: -1.419 0.298 0.299
H: -4.423 -0.034 -0.596
H: -2.326 -0.430 -3.799
H: -2.519 0.147 -5.167
O: -2.861 0.247 -4.240
H: 4.782 0.373 0.494
H: 5.890 1.708 0.649
O: 5.147 1.306 0.092

Forces on atoms 1 to 3 (eV/Å):
C -0.65 -1.28 -0.99
C -0.59 1.46 3.74
C 0.14 -0.43 1.45

The HOMO energy (spin up / spin down) comes out at -13.461 / -13.461 eV. Its total charge is +1. For the gap between HOMO and LUMO (spin up / spin down), the calculation gives 0.303 / 0.171 Ha. The spin multiplicity is 2. The value obtained for the relative energy (zero: lowest compared OMol25 entry of this formula, charge and spin) is 58.28 kcal per mole.

Now the Löwdin charges, all in e: -0.28 -0.13 -0.42 0.75 0.51 0.14 0.11 0.09 0.08 0.14 0.13 0.01 -0.10 0.00 0.07 -0.10 0.11 0.06 -0.17



A single C7H12F3NO molecule at a distorted geometry. Source: OMol25; level of theory: ωB97M-V with the def2-TZVPD basis set.

Positions of all 24 atoms, in Å:
N: 1.283 -2.091 0.614
C: 2.384 -1.344 0.006
C: 2.522 0.100 0.506
O: 1.299 0.783 0.638
C: 0.735 1.154 -0.599
C: -0.680 1.694 -0.390
C: -1.801 0.713 -0.799
C: -2.252 -0.138 0.354
F: -1.375 -0.278 1.374
C: -3.454 -0.667 0.532
F: -4.179 -1.229 -0.420
F: -4.081 -0.719 1.697
H: 0.448 -1.946 0.059
H: 1.050 -1.691 1.517
H: 2.233 -1.353 -1.075
H: 3.336 -1.846 0.195
H: 2.992 0.081 1.490
H: 3.214 0.632 -0.163
H: 1.358 1.917 -1.081
H: 0.685 0.294 -1.278
H: -0.798 2.564 -1.035
H: -0.809 1.972 0.654
H: -2.647 1.297 -1.155
H: -1.460 0.102 -1.641

Forces on atoms 1 to 3 (eV/Å):
N 0.00 0.13 -0.04
C -0.29 0.12 -0.05
C 0.43 -0.31 -0.08

The HOMO energy comes out at -9.119 eV. Its total charge is 0. For the gap between HOMO and LUMO, the calculation gives 0.364 Ha. The value obtained for the relative energy (zero: lowest compared OMol25 entry of this formula, charge and spin) is 34.52 kcal per mole. The SMILES is NCCOCCCC(F)=C(F)F.

Now the Löwdin charges, all in e: 0.01 -0.26 -0.23 -0.15 -0.22 -0.14 -0.11 -0.21 0.07 -0.31 0.14 0.14 0.05 0.07 0.10 0.10 0.12 0.12 0.12 0.11 0.11 0.12 0.12 0.12



A molecular structure, H4NP at a distorted geometry. Source: OMol25; level of theory: ωB97M-V with the def2-TZVPD basis set.

Positions of all 6 atoms, in Å:
N: -1.266 -1.189 -0.497
P: 0.243 -0.850 -0.430
H: -1.879 -0.440 -0.804
H: 1.379 2.047 0.976
H: 0.852 2.571 0.742
H: 0.671 -2.138 0.013

Forces on atoms 1 to 3 (eV/Å):
N -0.89 -0.29 -0.02
P 0.53 0.07 -0.01
H 0.13 0.19 -0.03

The HOMO energy comes out at -9.325 eV. Its total charge is 0. For the gap between HOMO and LUMO, the calculation gives 0.333 Ha. The value obtained for the relative energy (zero: lowest compared OMol25 entry of this formula, charge and spin) is 37.17 kcal per mole.

Now the Löwdin charges, all in e: -0.42 0.65 -0.06 -0.01 0.00 -0.16



A molecular structure, C21H17N5O5RhS2. Source: OMol25; level of theory: ωB97M-V with the def2-TZVPD basis set.

Positions of all 51 atoms, in Å:
Rh: 0.412 1.781 -0.136
N: 0.327 5.928 -1.392
C: 0.490 4.677 -0.825
S: -0.006 3.315 -1.780
N: 1.033 4.638 0.349
N: 1.207 3.341 0.838
C: 1.521 3.295 2.083
C: 1.722 2.122 2.894
C: 2.096 2.342 4.228
C: 2.337 1.306 5.101
C: 2.210 -0.007 4.627
C: 1.843 -0.263 3.329
C: 1.567 0.785 2.414
O: 1.250 0.483 1.200
H: -0.421 5.985 -2.062
H: 0.355 6.682 -0.724
H: 1.662 4.261 2.562
H: 2.190 3.368 4.568
H: 2.619 1.499 6.128
H: 2.402 -0.839 5.297
H: 1.738 -1.277 2.960
O: -0.351 0.176 -1.153
C: 0.663 -0.049 -1.894
O: 1.705 0.637 -1.806
C: 0.544 -1.168 -2.879
C: 1.689 -1.715 -3.437
C: 1.618 -2.773 -4.348
C: 0.362 -3.229 -4.661
O: 0.019 -4.236 -5.533
C: -1.398 -4.365 -5.439
O: -1.891 -3.320 -4.612
C: -0.779 -2.680 -4.107
C: -0.730 -1.650 -3.206
H: 2.644 -1.296 -3.152
H: 2.504 -3.212 -4.786
H: -1.643 -5.333 -4.988
H: -1.832 -4.273 -6.436
H: -1.611 -1.220 -2.750
C: -3.215 -2.421 0.630
C: -2.578 -1.362 1.481
C: -2.095 -1.630 2.757
C: -1.525 -0.571 3.437
N: -1.393 0.637 2.905
C: -1.831 0.785 1.651
S: -1.555 2.360 0.867
N: -2.466 -0.152 0.942
H: -3.723 -3.176 1.231
H: -2.447 -2.921 0.035
H: -3.918 -1.959 -0.060
H: -2.176 -2.613 3.202
H: -1.146 -0.694 4.448

Forces on atoms 1 to 3 (eV/Å):
Rh 0.59 0.40 -0.24
N 0.04 0.01 -0.06
C 0.15 -0.03 0.04

The HOMO energy comes out at -4.401 eV. Its total charge is -1. For the gap between HOMO and LUMO, the calculation gives 0.255 Ha. The value obtained for the relative energy (zero: lowest compared OMol25 entry of this formula, charge and spin) is 0.00 kcal per mole.

Now the Löwdin charges, all in e: 0.73 0.03 -0.87 0.62 -0.01 -0.20 -0.09 -0.15 -0.07 -0.12 -0.11 -0.04 -0.37 -0.17 0.06 0.08 0.12 0.10 0.08 0.09 0.11 -0.15 -0.62 -0.05 -0.12 -0.01 0.01 -0.22 0.02 -0.15 0.02 -0.20 0.08 0.12 0.11 0.13 0.13 0.13 -0.04 -0.34 -0.03 -0.14 0.07 -0.74 0.62 0.11 0.07 0.08 0.08 0.10 0.11



2 unconnected molecules or ions with the total composition C5H6N2O3 at a distorted geometry. Source: OMol25; level of theory: ωB97M-V with the def2-TZVPD basis set.

Positions of all 16 atoms, in Å:
C: -2.250 2.263 0.223
O: -0.910 2.366 -0.275
C: -0.373 3.568 -0.320
N: -0.964 4.654 0.104
O: -0.089 5.683 -0.174
C: 1.018 5.213 -0.718
C: 0.941 3.853 -0.832
C: 1.932 2.937 -1.288
N: 2.773 2.199 -1.583
H: -2.293 2.605 1.264
H: -2.925 2.863 -0.399
H: -2.510 1.203 0.158
H: 1.792 5.934 -0.963
O: 0.492 0.756 1.802
H: 0.672 1.478 2.419
H: 0.108 1.178 1.023

Forces on atoms 1 to 3 (eV/Å):
C -0.36 0.05 0.14
O 0.09 -0.50 -0.05
C 0.32 0.74 0.09

The HOMO energy comes out at -10.543 eV. Its total charge is 0. For the gap between HOMO and LUMO, the calculation gives 0.403 Ha. The value obtained for the relative energy (zero: lowest compared OMol25 entry of this formula, charge and spin) is 54.16 kcal per mole. The SMILES is COc1nocc1C#N.O.

Now the Löwdin charges, all in e: -0.03 -0.06 -0.36 0.15 0.00 -0.03 -0.12 -0.16 0.17 0.10 0.10 0.10 0.15 -0.05 0.04 0.00



A molecular structure, C4H13N3O at a distorted geometry. Source: OMol25; level of theory: ωB97M-V with the def2-TZVPD basis set.

Positions of all 21 atoms, in Å:
C: -1.554 0.520 -1.107
C: -1.921 1.007 -2.285
N: -2.975 0.553 -3.048
N: -0.461 1.086 -0.344
H: -2.030 -0.329 -0.645
H: -1.408 1.867 -2.692
H: -2.882 0.677 -4.040
H: -3.337 -0.358 -2.814
H: 0.441 0.203 -0.110
H: -0.777 1.430 0.556
H: -0.035 1.872 -0.833
C: 2.322 -0.965 2.614
O: 2.118 -0.892 3.904
C: 1.035 -0.689 1.806
N: 1.287 -0.664 0.326
H: 3.064 -0.212 2.185
H: 2.704 -1.954 2.221
H: 0.274 -1.441 2.029
H: 0.664 0.291 2.115
H: 1.215 -1.605 -0.047
H: 2.260 -0.396 0.209

Forces on atoms 1 to 3 (eV/Å):
C 0.15 0.14 0.11
C -0.08 -0.08 -0.04
N -0.05 -0.09 -0.07

The HOMO energy comes out at -5.755 eV. Its total charge is 0. For the gap between HOMO and LUMO, the calculation gives 0.211 Ha. The value obtained for the relative energy (zero: lowest compared OMol25 entry of this formula, charge and spin) is 108.76 kcal per mole.

Now the Löwdin charges, all in e: -0.15 -0.21 0.05 0.05 0.12 0.12 0.09 0.09 0.06 0.13 0.13 -0.60 -0.29 -0.23 0.03 0.09 0.09 0.11 0.10 0.12 0.11



A single C4H5BrSi molecule at a distorted geometry. Source: OMol25; level of theory: ωB97M-V with the def2-TZVPD basis set.

Positions of all 11 atoms, in Å:
C: 0.073 -0.969 0.139
C: -0.698 0.268 0.204
C: 1.065 -1.255 -0.672
C: -0.117 1.427 -0.054
Si: 1.420 -0.158 -2.170
Br: 3.666 -0.226 -1.674
H: -0.126 -1.755 0.877
H: -1.756 0.113 0.536
H: 1.250 -2.248 -0.677
H: 0.891 1.568 -0.417
H: -0.758 2.193 -0.239

Forces on atoms 1 to 3 (eV/Å):
C -1.00 -0.47 2.04
C 0.26 -1.50 0.86
C -1.06 2.85 -2.24

The HOMO energy comes out at -8.863 eV. Its total charge is 0. For the gap between HOMO and LUMO, the calculation gives 0.304 Ha. The value obtained for the relative energy (zero: lowest compared OMol25 entry of this formula, charge and spin) is 38.00 kcal per mole.

Now the Löwdin charges, all in e: -0.24 -0.18 -0.42 -0.01 0.44 0.13 0.10 0.12 0.01 0.02 0.03



4 unconnected molecules or ions with the total composition C16H32O8S4 at a distorted geometry. Source: OMol25; level of theory: ωB97M-V with the def2-TZVPD basis set.

Positions of all 60 atoms, in Å:
O: 2.883 -2.881 2.023
S: 2.991 -4.093 1.292
O: 3.063 -5.321 2.036
C: 1.693 -4.482 0.160
C: 2.400 -4.835 -1.123
C: 3.960 -5.197 -0.918
C: 4.288 -4.020 0.155
H: 1.355 -3.369 0.043
H: 1.045 -5.304 0.437
H: 1.940 -5.691 -1.586
H: 2.240 -4.124 -1.963
H: 4.719 -5.083 -1.809
H: 4.018 -6.161 -0.686
H: 4.147 -3.245 -0.379
H: 5.335 -4.074 0.488
O: 0.893 -0.797 0.252
S: 1.979 -0.375 -0.565
O: 2.773 -1.332 -1.299
C: 1.284 0.883 -1.707
C: 1.229 2.117 -0.784
C: 2.461 2.074 0.057
C: 2.895 0.688 0.523
H: 0.487 0.596 -2.081
H: 1.980 1.003 -2.402
H: 1.015 2.948 -1.506
H: 0.310 2.083 -0.151
H: 2.485 2.777 1.083
H: 3.434 2.512 -0.513
H: 2.494 0.381 1.480
H: 4.085 0.397 0.591
O: -2.304 1.536 -2.574
S: -3.186 2.702 -2.598
O: -2.742 3.947 -1.978
C: -3.405 3.221 -4.256
C: -4.943 3.621 -4.406
C: -5.592 2.450 -3.570
C: -4.754 2.320 -2.232
H: -2.956 2.600 -4.744
H: -2.870 4.183 -4.273
H: -4.993 4.437 -3.881
H: -5.032 3.614 -5.504
H: -5.404 1.557 -3.912
H: -6.578 2.607 -3.089
H: -4.869 1.549 -1.434
H: -5.103 3.193 -1.408
O: -2.487 2.503 3.882
S: -2.052 1.208 3.425
O: -2.975 0.623 2.479
C: -0.318 1.262 2.832
C: 0.392 0.268 3.601
C: -0.151 0.049 4.986
C: -1.684 0.161 4.789
H: -0.012 2.213 2.999
H: -0.385 0.844 1.763
H: 0.372 -0.764 3.098
H: 1.545 0.528 3.727
H: 0.206 0.972 5.562
H: 0.307 -0.773 5.437
H: -1.997 0.277 5.605
H: -1.910 -0.982 4.527

Forces on atoms 1 to 3 (eV/Å):
O -0.33 1.51 0.20
S -0.05 -2.97 1.32
O 0.76 -0.56 0.88

The HOMO energy comes out at -9.805 eV. Its total charge is 0. For the gap between HOMO and LUMO, the calculation gives 0.378 Ha. The value obtained for the relative energy (zero: lowest compared OMol25 entry of this formula, charge and spin) is 223.58 kcal per mole. The SMILES is O=S1(=O)CCCC1.O=S1(=O)CCCC1.O=S1(=O)CCCC1.O=S1(=O)CCCC1.

Now the Löwdin charges, all in e: -0.30 0.61 -0.32 -0.22 -0.23 -0.11 -0.21 0.11 0.11 0.09 0.11 0.15 0.04 -0.01 0.13 -0.32 0.67 -0.32 -0.15 -0.21 -0.26 -0.25 0.01 0.06 0.14 0.12 0.17 0.15 0.06 0.17 -0.32 0.63 -0.34 -0.20 -0.09 -0.14 -0.29 -0.01 0.12 0.05 0.13 0.05 0.13 0.13 0.18 -0.32 0.69 -0.32 -0.23 -0.30 -0.20 -0.20 0.07 0.12 0.14 0.16 0.14 0.10 -0.03 0.18



What did the fifth record say?
A molecular structure, C21H17N5O5RhS2. Source: OMol25; level of theory: ωB97M-V with the def2-TZVPD basis set.

Positions of all 51 atoms, in Å:
Rh: 0.412 1.781 -0.136
N: 0.327 5.928 -1.392
C: 0.490 4.677 -0.825
S: -0.006 3.315 -1.780
N: 1.033 4.638 0.349
N: 1.207 3.341 0.838
C: 1.521 3.295 2.083
C: 1.722 2.122 2.894
C: 2.096 2.342 4.228
C: 2.337 1.306 5.101
C: 2.210 -0.007 4.627
C: 1.843 -0.263 3.329
C: 1.567 0.785 2.414
O: 1.250 0.483 1.200
H: -0.421 5.985 -2.062
H: 0.355 6.682 -0.724
H: 1.662 4.261 2.562
H: 2.190 3.368 4.568
H: 2.619 1.499 6.128
H: 2.402 -0.839 5.297
H: 1.738 -1.277 2.960
O: -0.351 0.176 -1.153
C: 0.663 -0.049 -1.894
O: 1.705 0.637 -1.806
C: 0.544 -1.168 -2.879
C: 1.689 -1.715 -3.437
C: 1.618 -2.773 -4.348
C: 0.362 -3.229 -4.661
O: 0.019 -4.236 -5.533
C: -1.398 -4.365 -5.439
O: -1.891 -3.320 -4.612
C: -0.779 -2.680 -4.107
C: -0.730 -1.650 -3.206
H: 2.644 -1.296 -3.152
H: 2.504 -3.212 -4.786
H: -1.643 -5.333 -4.988
H: -1.832 -4.273 -6.436
H: -1.611 -1.220 -2.750
C: -3.215 -2.421 0.630
C: -2.578 -1.362 1.481
C: -2.095 -1.630 2.757
C: -1.525 -0.571 3.437
N: -1.393 0.637 2.905
C: -1.831 0.785 1.651
S: -1.555 2.360 0.867
N: -2.466 -0.152 0.942
H: -3.723 -3.176 1.231
H: -2.447 -2.921 0.035
H: -3.918 -1.959 -0.060
H: -2.176 -2.613 3.202
H: -1.146 -0.694 4.448

Forces on atoms 1 to 3 (eV/Å):
Rh 0.59 0.40 -0.24
N 0.04 0.01 -0.06
C 0.15 -0.03 0.04

The HOMO energy comes out at -4.401 eV. Its total charge is -1. For the gap between HOMO and LUMO, the calculation gives 0.255 Ha. The value obtained for the relative energy (zero: lowest compared OMol25 entry of this formula, charge and spin) is 0.00 kcal per mole.

Now the Löwdin charges, all in e: 0.73 0.03 -0.87 0.62 -0.01 -0.20 -0.09 -0.15 -0.07 -0.12 -0.11 -0.04 -0.37 -0.17 0.06 0.08 0.12 0.10 0.08 0.09 0.11 -0.15 -0.62 -0.05 -0.12 -0.01 0.01 -0.22 0.02 -0.15 0.02 -0.20 0.08 0.12 0.11 0.13 0.13 0.13 -0.04 -0.34 -0.03 -0.14 0.07 -0.74 0.62 0.11 0.07 0.08 0.08 0.10 0.11



Question: Which formula does entry 2 have?
Answer: C3H12O2S2